## one
10
Properties=species:S:1:pos:R:3:nbo_charge:R:1 method="wB97M-V/def2-TZVPD" smiles=C[C@@H](P)Br orbital_gap_ev=10.549 lumo_energy_ev=0.95 homo_energy_ev=-9.6 charge=0
C -0.28 -1.12 0.40 -0.646
C 0.52 -0.06 -0.33 -0.476
P 0.02 1.75 0.22 0.274
Br 2.44 -0.26 -0.01 -0.008
H -0.18 -1.02 1.48 0.219
H 0.06 -2.11 0.11 0.228
H -1.33 -1.02 0.12 0.222
H 0.39 -0.16 -1.41 0.225
H -0.30 2.59 -0.95 -0.002
H -1.33 1.42 0.38 -0.036

## two
10
Properties=species:S:1:pos:R:3:nbo_charge:R:1 method="wB97M-V/def2-TZVPD" orbital_gap_ev="7.989 / 5.788" lumo_energy_ev="-1.72 / -2.83" homo_energy_ev="-9.7 / -8.6" charge=0
C -1.14 -0.19 -0.84 -1.033
C 1.02 -0.53 1.00 -1.002
P 0.68 -0.04 -0.76 0.890
Br 0.61 3.46 -0.85 -0.363
H -1.53 -0.95 -0.09 0.239
H -1.39 -0.50 -1.80 0.242
H -1.75 0.76 -0.72 0.285
H 0.53 0.08 1.69 0.241
H 2.21 -0.44 1.22 0.252
H 0.75 -1.65 1.14 0.250

Short version: one is the most stable of them.

## one
12
Properties=species:S:1:pos:R:3:nbo_charge:R:1 method="wB97M-V/def2-TZVPD" orbital_gap_ev=7.115 lumo_energy_ev=-1.23 homo_energy_ev=-8.3 charge=0
C 0.50 1.36 0.20 -0.443
C 0.11 0.12 -0.01 -0.112
C 1.12 -0.89 -0.15 0.534
C -2.50 -0.45 -0.01 -0.297
N 2.32 -0.20 -0.06 -0.768
O 1.07 -2.09 -0.31 -0.614
S 2.26 1.46 0.22 0.501
Cl -3.25 1.03 -0.20 0.085
H -0.06 2.26 0.34 0.244
H -2.42 -0.86 0.98 0.221
H -2.38 -1.07 -0.88 0.225
H 3.22 -0.67 -0.09 0.425

## two
12
Properties=species:S:1:pos:R:3:nbo_charge:R:1 method="wB97M-V/def2-TZVPD" orbital_gap_ev="6.791 / 7.114" lumo_energy_ev="-1.80 / -1.72" homo_energy_ev="-8.6 / -8.8" charge=0
C -0.27 0.26 -1.82 -0.013
C -0.73 0.62 -0.58 -0.527
C 1.82 -1.14 1.46 0.324
C 0.69 -0.39 1.84 -0.604
N 0.88 -0.40 -2.10 -0.420
O 2.56 -1.79 2.16 -0.508
S -0.47 0.46 1.08 0.734
Cl 0.88 -0.85 -3.67 0.151
H -0.94 0.47 -2.71 0.201
H -1.60 1.32 -0.63 0.253
H 2.06 -1.28 0.43 0.141
H 0.44 -0.47 2.98 0.270

Short version: one is the most stable of them.

## one
32
Properties=species:S:1:pos:R:3:nbo_charge:R:1 method="wB97M-V/def2-TZVPD" smiles=Cc1ccc(O)cc1.Cc1ccc(O)cc1 orbital_gap_ev=9.062 lumo_energy_ev=0.72 homo_energy_ev=-8.3 charge=0
C 0.50 -3.69 2.76 -0.626
C 0.52 -3.12 1.40 -0.081
C -0.22 -3.58 0.32 -0.171
C -0.08 -3.03 -0.97 -0.278
C 0.61 -1.83 -1.11 0.315
O 0.41 -1.14 -2.26 -0.664
C 1.47 -1.37 -0.08 -0.297
C 1.39 -2.06 1.11 -0.165
H 0.42 -2.92 3.55 0.216
H 1.46 -4.18 2.95 0.220
H -0.31 -4.38 2.99 0.221
H -1.00 -4.34 0.42 0.209
H -0.68 -3.47 -1.75 0.223
H 0.84 -0.29 -2.18 0.468
H 2.02 -0.47 -0.27 0.206
H 2.06 -1.74 1.92 0.202
C -2.19 2.34 2.17 -0.642
C -1.24 2.57 1.02 -0.016
C -1.76 3.21 -0.13 -0.197
C -0.95 3.23 -1.25 -0.237
C 0.24 2.44 -1.36 0.259
O 0.79 2.34 -2.61 -0.707
C 0.76 1.93 -0.20 -0.244
C 0.00 2.02 0.99 -0.207
H -2.46 3.36 2.48 0.222
H -1.79 1.76 3.02 0.217
H -2.98 1.64 1.91 0.226
H -2.73 3.68 -0.08 0.215
H -1.54 3.50 -2.13 0.216
H 0.55 1.55 -3.10 0.483
H 1.61 1.31 -0.34 0.202
H 0.43 1.60 1.89 0.214

## two
32
Properties=species:S:1:pos:R:3:nbo_charge:R:1 method="wB97M-V/def2-TZVPD" smiles=Cc1ccc(O)cc1.Cc1ccc(O)cc1 orbital_gap_ev=9.039 lumo_energy_ev=0.83 homo_energy_ev=-8.2 charge=0
C 1.86 2.69 1.10 -0.624
C 0.46 2.10 1.14 -0.053
C -0.70 2.78 0.86 -0.191
C -1.96 2.19 0.96 -0.273
C -2.01 0.90 1.50 0.293
O -3.24 0.30 1.49 -0.685
C -0.86 0.24 1.88 -0.280
C 0.40 0.81 1.67 -0.172
H 2.54 2.10 0.51 0.217
H 2.22 2.68 2.13 0.214
H 1.88 3.75 0.87 0.213
H -0.64 3.78 0.46 0.207
H -2.75 2.59 0.35 0.224
H -3.36 -0.39 2.14 0.484
H -0.80 -0.65 2.49 0.214
H 1.23 0.29 2.10 0.212
C 3.38 -2.37 -0.64 -0.629
C 2.00 -1.94 -1.01 -0.066
C 0.92 -2.81 -0.96 -0.186
C -0.37 -2.33 -1.20 -0.259
C -0.59 -1.02 -1.59 0.303
O -1.87 -0.75 -1.94 -0.671
C 0.51 -0.19 -1.79 -0.286
C 1.78 -0.67 -1.53 -0.181
H 3.51 -2.64 0.42 0.214
H 4.18 -1.63 -0.75 0.215
H 3.68 -3.27 -1.17 0.216
H 1.01 -3.87 -0.77 0.209
H -1.13 -3.10 -1.25 0.220
H -2.04 0.18 -2.11 0.483
H 0.29 0.85 -1.99 0.212
H 2.61 0.02 -1.50 0.206

Short version: two is the most stable of them.

## one
22
Properties=species:S:1:pos:R:3:nbo_charge:R:1 method="wB97M-V/def2-TZVPD" orbital_gap_ev=8.633 lumo_energy_ev=0.77 homo_energy_ev=-7.9 charge=0
C 1.35 -1.86 -0.10 -0.671
C 0.98 -0.54 -0.89 -0.064
C -0.30 -0.02 -0.35 -0.122
C -0.53 1.30 -0.16 -0.144
C -1.69 1.91 0.26 -0.246
C -2.80 1.10 0.48 -0.147
C -2.51 -0.38 0.44 -0.246
C -1.41 -0.75 -0.04 -0.195
H 0.65 -2.03 1.10 0.238
H 0.91 -2.35 -0.95 0.215
H 2.49 -2.08 -0.28 0.238
H 0.83 -0.70 -2.15 0.222
H 2.99 0.05 -1.22 0.340
H 3.11 1.33 1.00 0.375
H 1.53 0.50 1.28 0.365
H 0.30 2.23 -0.50 0.222
H -1.93 2.73 0.10 0.174
H -3.90 1.56 1.12 0.213
H -3.42 -0.98 1.01 0.231
H -1.09 -1.97 -0.17 0.201
N 2.05 0.47 -0.69 -0.476
N 2.41 0.49 0.71 -0.724

## two
22
Properties=species:S:1:pos:R:3:nbo_charge:R:1 method="wB97M-V/def2-TZVPD" smiles=C[C@]12CCCC[C@@]1(C#N)N2 orbital_gap_ev=10.688 lumo_energy_ev=0.86 homo_energy_ev=-9.8 charge=0
C 0.91 -2.23 -0.29 -0.629
C 0.20 -0.92 0.18 0.112
C -1.29 -0.82 0.10 -0.423
C -1.70 0.50 -0.60 -0.399
C -1.14 1.78 0.09 -0.393
C 0.37 1.74 0.11 -0.444
C 0.95 0.40 0.23 0.034
C 2.45 0.32 -0.26 0.251
N 3.48 0.36 -0.73 -0.325
N 0.68 -0.38 1.42 -0.580
H 1.94 -1.76 -0.25 0.226
H 0.45 -2.60 -1.23 0.228
H 0.83 -3.14 0.36 0.226
H -1.82 -0.80 1.16 0.226
H -1.72 -1.71 -0.43 0.220
H -2.84 0.73 -0.62 0.211
H -1.50 0.55 -1.68 0.202
H -1.44 2.63 -0.56 0.217
H -1.64 1.87 1.05 0.209
H 0.81 2.17 -0.83 0.237
H 0.54 2.18 1.13 0.240
H 1.50 -0.86 1.65 0.354

Short version: two is the most stable of them.

## one
30
Properties=species:S:1:pos:R:3:nbo_charge:R:1 method="wB97M-V/def2-TZVPD" smiles=CO.CO.CO.CO.CO orbital_gap_ev=10.265 lumo_energy_ev=0.43 homo_energy_ev=-9.8 charge=0
C 9.37 9.25 9.06 -0.244
O 8.25 8.98 8.24 -0.744
H 8.96 9.53 10.04 0.192
H 10.02 8.38 9.15 0.166
H 9.96 10.07 8.65 0.173
H 8.50 8.93 7.32 0.478
C 4.63 4.33 6.53 -0.245
O 5.18 5.48 5.95 -0.753
H 3.85 3.99 5.86 0.179
H 5.38 3.52 6.64 0.149
H 4.18 4.54 7.51 0.162
H 5.65 5.96 6.67 0.495
C 8.57 5.08 5.23 -0.258
O 9.43 4.64 4.17 -0.728
H 8.48 4.23 5.91 0.174
H 9.01 5.92 5.76 0.149
H 7.57 5.36 4.88 0.195
H 9.05 4.99 3.35 0.465
C 4.69 4.65 10.63 -0.266
O 3.40 4.36 11.25 -0.715
H 5.55 4.45 11.29 0.165
H 4.79 4.15 9.65 0.166
H 4.64 5.72 10.45 0.194
H 3.47 3.43 11.47 0.456
C 7.66 5.76 8.72 -0.255
O 6.65 6.62 8.20 -0.764
H 8.59 5.83 8.16 0.165
H 7.86 6.00 9.76 0.166
H 7.29 4.74 8.68 0.182
H 7.09 7.49 8.24 0.501

## two
30
Properties=species:S:1:pos:R:3:nbo_charge:R:1 method="wB97M-V/def2-TZVPD" smiles=CO.CO.CO.CO.CO orbital_gap_ev=9.960 lumo_energy_ev=0.44 homo_energy_ev=-9.5 charge=0
C 27.86 2.73 -12.45 -0.252
O 26.99 3.61 -13.13 -0.714
H 27.45 2.49 -11.47 0.178
H 27.97 1.76 -12.95 0.163
H 28.87 3.15 -12.34 0.162
H 27.44 3.81 -13.96 0.462
C 27.05 -0.69 -6.00 -0.253
O 27.74 -1.22 -4.87 -0.721
H 27.54 -0.98 -6.93 0.171
H 25.98 -0.91 -6.00 0.166
H 27.12 0.39 -5.95 0.173
H 27.69 -2.18 -4.95 0.461
C 26.33 1.36 -8.92 -0.245
O 25.32 0.42 -8.60 -0.785
H 26.82 1.72 -8.01 0.166
H 27.06 0.96 -9.62 0.188
H 25.85 2.23 -9.37 0.163
H 24.59 0.79 -8.07 0.513
C 22.82 2.64 -7.63 -0.254
O 23.32 1.46 -7.02 -0.742
H 22.03 2.43 -8.35 0.174
H 22.37 3.35 -6.92 0.173
H 23.66 3.16 -8.09 0.189
H 22.64 1.03 -6.50 0.487
C 24.68 -2.81 -8.55 -0.243
O 25.63 -2.21 -9.42 -0.754
H 25.11 -2.85 -7.54 0.147
H 23.74 -2.26 -8.56 0.155
H 24.48 -3.85 -8.81 0.174
H 25.62 -1.25 -9.18 0.496

Short version: one is the most stable of them.

## one
127
Properties=species:S:1:pos:R:3:lowdin_charge:R:1 method="wB97M-V/def2-TZVPD" smiles="COC[C@H](C)N.COC[C@H](C)N.COC[C@H](C)N.COC[C@H](C)N.COC[C@H](C)N.COC[C@H](C)N.COC[C@H](C)N.NC(N)=O" orbital_gap_ev=8.984 lumo_energy_ev=0.52 homo_energy_ev=-8.5 charge=0
C 5.80 1.64 2.83 -0.110
O 5.00 0.48 2.73 -0.164
C 3.64 0.78 2.81 -0.227
C 2.83 -0.49 2.54 -0.397
C 3.12 -1.15 1.18 -0.044
N 1.42 -0.15 2.69 0.058
H 5.75 2.37 2.03 0.086
H 6.86 1.37 2.90 0.089
H 5.57 2.17 3.73 0.069
H 3.33 1.16 3.79 0.121
H 3.43 1.54 2.10 0.109
H 3.12 -1.19 3.33 0.138
H 2.84 -0.51 0.34 0.062
H 2.52 -2.09 1.12 0.067
H 4.16 -1.42 1.04 0.069
H 1.00 0.32 1.85 0.056
H 0.78 -0.93 2.87 0.053
C -0.50 3.55 6.38 -0.136
O -0.97 2.99 5.18 -0.194
C 0.05 2.33 4.46 -0.208
C 0.66 3.18 3.33 -0.409
C 1.70 4.16 3.89 -0.071
N -0.27 3.99 2.48 0.038
H 0.54 3.86 6.20 0.061
H -0.54 2.84 7.25 0.096
H -1.05 4.47 6.67 0.096
H 0.77 2.07 5.27 0.123
H -0.31 1.38 4.02 0.095
H 1.14 2.52 2.61 0.092
H 1.28 4.85 4.65 0.075
H 2.09 4.75 3.07 0.061
H 2.53 3.62 4.38 0.073
H -0.83 3.23 1.94 0.109
H -0.98 4.41 3.04 0.055
C 1.34 -2.00 -6.74 -0.131
O 1.24 -0.65 -6.54 -0.173
C 0.72 -0.38 -5.29 -0.240
C -0.80 -0.11 -5.29 -0.386
C -1.06 1.38 -5.59 -0.055
N -1.28 -0.47 -3.92 0.050
H 0.50 -2.52 -6.24 0.092
H 2.27 -2.41 -6.37 0.084
H 1.30 -2.12 -7.85 0.104
H 0.94 -1.18 -4.58 0.111
H 1.27 0.53 -5.00 0.133
H -1.19 -0.63 -6.15 0.129
H -2.14 1.59 -5.70 0.086
H -0.50 1.52 -6.53 0.080
H -0.47 2.03 -4.93 0.058
H -1.05 -1.43 -3.71 0.071
H -2.27 -0.33 -3.84 0.058
C -2.97 -0.93 -0.82 -0.092
O -3.52 -1.69 -1.89 -0.199
C -4.94 -1.63 -2.07 -0.232
C -5.72 -0.41 -2.44 -0.494
C -7.16 -0.53 -2.43 -0.089
N -5.20 0.09 -3.74 0.050
H -3.01 0.16 -1.01 0.080
H -1.92 -1.26 -0.69 0.081
H -3.55 -1.15 0.12 0.101
H -5.17 -2.42 -2.79 0.129
H -5.48 -2.07 -1.22 0.126
H -5.37 0.27 -1.64 0.136
H -7.71 0.38 -2.71 0.083
H -7.74 -0.91 -1.55 0.102
H -7.38 -1.19 -3.33 0.102
H -5.99 0.50 -4.23 0.062
H -5.00 -0.74 -4.30 0.069
C -0.24 -3.77 2.63 -0.118
O 0.05 -2.96 3.75 -0.216
C -0.71 -3.33 4.92 -0.169
C -0.43 -2.33 6.04 -0.465
C -1.02 -1.00 5.79 -0.076
N 0.99 -2.28 6.29 0.049
H -0.02 -4.83 2.81 0.090
H 0.20 -3.31 1.76 0.067
H -1.33 -3.62 2.43 0.099
H -1.75 -3.30 4.64 0.120
H -0.35 -4.28 5.26 0.114
H -0.92 -2.72 6.93 0.140
H -2.10 -1.01 5.65 0.082
H -0.55 -0.46 4.97 0.047
H -0.89 -0.30 6.68 0.098
H 1.21 -1.86 7.20 0.083
H 1.42 -1.68 5.59 0.062
C -0.96 -6.08 0.35 -0.106
O -0.86 -4.76 -0.14 -0.195
C -0.41 -4.70 -1.40 -0.280
C 1.03 -5.25 -1.64 -0.419
C 1.96 -4.57 -0.60 -0.041
N 1.40 -4.86 -3.01 0.026
H -1.60 -6.75 -0.30 0.113
H -1.36 -6.06 1.35 0.072
H 0.00 -6.60 0.46 0.091
H -1.06 -5.28 -2.11 0.132
H -0.44 -3.61 -1.69 0.138
H 0.96 -6.36 -1.54 0.133
H 2.91 -5.02 -0.64 0.057
H 1.49 -4.65 0.43 0.081
H 2.05 -3.52 -0.86 0.066
H 2.26 -5.21 -3.38 0.059
H 0.69 -5.13 -3.68 0.070
C 0.00 5.38 -4.55 -0.149
O 0.48 5.93 -3.35 -0.196
C 1.48 4.97 -2.84 -0.193
C 1.62 5.02 -1.32 -0.457
C 2.60 3.93 -0.87 -0.067
N 0.39 4.80 -0.60 0.048
H 0.87 4.93 -5.09 0.091
H -0.55 6.17 -5.10 0.092
H -0.71 4.56 -4.24 0.088
H 1.31 3.90 -3.10 0.120
H 2.42 5.25 -3.30 0.117
H 2.05 6.00 -1.10 0.134
H 2.15 2.91 -0.72 0.073
H 2.96 4.22 0.13 0.070
H 3.58 3.88 -1.43 0.094
H 0.57 4.48 0.36 0.044
H -0.21 5.62 -0.60 0.083
N -0.68 1.90 -1.68 0.169
C 0.13 1.11 -0.88 -0.730
N 0.64 0.08 -1.48 0.197
O 0.42 1.46 0.25 0.002
H -1.13 1.56 -2.52 0.065
H -0.89 2.80 -1.26 0.079
H 1.28 -0.57 -1.06 0.087
H 0.11 -0.20 -2.29 0.057

## two
127
Properties=species:S:1:pos:R:3:lowdin_charge:R:1 method="wB97M-V/def2-TZVPD" smiles="COC[C@H](C)N.COC[C@H](C)N.COC[C@H](C)N.COC[C@H](C)N.COC[C@H](C)N.COC[C@H](C)N.COC[C@H](C)N.NC(N)=O" orbital_gap_ev=9.409 lumo_energy_ev=0.36 homo_energy_ev=-9.0 charge=0
C 12.79 4.45 6.11 -0.140
O 11.57 5.11 6.05 -0.188
C 10.77 4.63 4.99 -0.181
C 9.49 5.61 4.80 -0.435
C 8.70 5.17 3.68 -0.106
N 9.99 6.96 4.56 0.033
H 13.49 4.89 5.39 0.096
H 12.72 3.37 6.03 0.086
H 13.17 4.45 7.13 0.088
H 11.34 4.81 4.08 0.110
H 10.65 3.56 4.85 0.118
H 8.84 5.72 5.67 0.137
H 9.26 5.28 2.75 0.081
H 7.76 5.71 3.54 0.088
H 8.53 4.09 3.64 0.083
H 10.68 7.07 5.30 0.062
H 10.44 7.08 3.67 0.070
C -2.29 -7.73 -3.91 -0.130
O -2.93 -8.36 -5.00 -0.190
C -1.94 -9.08 -5.78 -0.177
C -2.65 -9.90 -6.88 -0.476
C -1.76 -10.68 -7.72 -0.099
N -3.52 -9.03 -7.67 0.052
H -1.97 -8.49 -3.20 0.089
H -2.76 -6.86 -3.45 0.087
H -1.41 -7.20 -4.26 0.077
H -1.28 -8.38 -6.30 0.123
H -1.31 -9.73 -5.17 0.122
H -3.25 -10.70 -6.44 0.139
H -2.41 -11.28 -8.36 0.084
H -1.07 -11.40 -7.27 0.088
H -1.25 -10.06 -8.45 0.081
H -2.96 -8.36 -8.18 0.069
H -4.02 -8.48 -6.99 0.061
C -3.51 1.74 -5.18 -0.098
O -4.44 0.60 -5.28 -0.197
C -3.86 -0.64 -5.73 -0.193
C -4.76 -1.51 -6.62 -0.456
C -6.06 -2.02 -6.04 -0.066
N -4.04 -2.66 -6.98 0.018
H -3.97 2.52 -4.58 0.073
H -3.38 2.38 -6.05 0.075
H -2.53 1.61 -4.71 0.081
H -2.94 -0.29 -6.20 0.105
H -3.39 -1.05 -4.83 0.122
H -5.02 -0.92 -7.50 0.145
H -5.98 -2.65 -5.15 0.080
H -6.60 -2.59 -6.80 0.077
H -6.76 -1.21 -5.82 0.075
H -3.86 -3.22 -6.16 0.078
H -3.18 -2.65 -7.51 0.080
C -5.93 8.37 -0.30 -0.121
O -5.18 7.24 0.07 -0.201
C -5.09 7.05 1.50 -0.194
C -4.33 5.78 1.79 -0.463
C -4.50 5.21 3.23 -0.060
N -2.94 5.87 1.60 0.030
H -7.00 8.29 -0.10 0.084
H -5.80 8.39 -1.38 0.090
H -5.56 9.29 0.16 0.085
H -4.57 7.92 1.90 0.125
H -6.09 7.02 1.93 0.124
H -4.72 5.12 1.01 0.145
H -5.43 4.74 3.55 0.065
H -4.12 5.80 4.07 0.075
H -3.97 4.26 3.23 0.068
H -2.41 6.57 2.09 0.081
H -2.97 6.33 0.70 0.069
C 9.76 -5.91 -4.21 -0.108
O 8.64 -6.63 -3.75 -0.195
C 7.77 -7.25 -4.73 -0.177
C 6.81 -6.24 -5.26 -0.528
C 6.17 -5.28 -4.35 -0.066
N 5.81 -6.96 -5.94 0.029
H 10.37 -5.50 -3.40 0.090
H 9.43 -5.07 -4.82 0.076
H 10.31 -6.55 -4.90 0.086
H 8.21 -7.68 -5.63 0.130
H 7.19 -8.01 -4.20 0.127
H 7.44 -5.73 -5.98 0.136
H 5.47 -4.52 -4.71 0.084
H 6.90 -4.72 -3.75 0.075
H 5.63 -5.83 -3.58 0.089
H 5.29 -7.60 -5.35 0.077
H 5.06 -6.37 -6.25 0.076
C 1.67 1.52 7.89 -0.055
O 2.58 2.43 7.13 -0.187
C 2.40 3.79 7.45 -0.224
C 2.94 4.22 8.84 -0.460
C 2.67 5.71 9.12 -0.058
N 4.31 3.75 9.05 0.041
H 1.86 1.42 8.96 0.075
H 1.85 0.51 7.51 0.080
H 0.63 1.79 7.74 0.080
H 2.99 4.41 6.77 0.120
H 1.36 4.08 7.29 0.120
H 2.48 3.62 9.62 0.117
H 3.21 6.00 10.02 0.069
H 1.62 5.76 9.43 0.072
H 2.81 6.40 8.29 0.075
H 4.77 4.16 8.25 0.069
H 4.60 4.20 9.91 0.066
C -10.81 2.83 2.81 -0.132
O -10.89 1.64 2.06 -0.181
C -9.51 1.30 1.85 -0.182
C -9.34 -0.06 0.96 -0.435
C -10.19 -1.21 1.33 -0.077
N -7.89 -0.26 0.92 0.029
H -10.58 3.60 2.06 0.089
H -10.10 2.69 3.62 0.084
H -11.73 3.16 3.29 0.085
H -8.91 2.12 1.46 0.113
H -9.11 0.99 2.82 0.114
H -9.74 0.22 -0.01 0.121
H -9.96 -1.95 0.56 0.079
H -11.26 -1.07 1.17 0.082
H -10.04 -1.52 2.36 0.085
H -7.45 0.63 0.75 0.059
H -7.55 -0.91 0.22 0.069
N -0.13 -0.03 1.13 0.146
C 0.91 -0.77 0.80 -0.797
N 2.06 -0.19 1.04 0.156
O 0.70 -1.90 0.42 0.038
H -0.94 -0.62 1.04 0.117
H -0.04 0.98 1.16 0.110
H 2.16 0.40 1.86 0.114
H 2.77 -0.87 0.78 0.115

Short version: one is the most stable of them.